The following is a quantum chemistry calculation of a 3-piece molecular cluster, C32H63F9NO14P3S overall, from the OMol25 dataset.

Structure (XYZ):
```
123
Properties=species:S:1:pos:R:3:lowdin_charge:R:1
C 2.590 -3.808 1.400 -0.102
C 2.298 -2.350 0.962 -0.249
C 0.841 -2.047 1.403 -0.194
C 0.245 -0.847 0.632 -0.146
C -0.499 0.325 1.322 -0.287
C -1.621 -0.141 2.333 -0.102
C -2.124 -1.607 2.294 -0.335
C -3.687 -1.581 2.498 -0.055
C -1.586 -2.504 3.463 -0.055
C -1.286 1.028 0.138 -0.432
C -2.656 0.356 -0.201 -0.217
O -3.723 1.027 0.431 -0.160
C -4.985 0.599 -0.038 -0.202
C -5.910 1.842 -0.029 -0.206
C -7.156 1.669 0.854 -0.102
P -0.582 0.871 -1.648 0.924
N -1.332 2.242 -2.395 -0.130
O 1.018 1.220 -1.838 -0.345
O -1.632 2.434 0.282 -0.258
S -1.726 3.164 1.673 0.572
O -1.344 4.514 1.489 -0.251
O -2.985 3.114 2.324 -0.244
C -0.551 2.382 2.767 -0.211
C 0.466 1.358 2.087 -0.388
P 1.358 2.577 0.927 1.062
P 3.334 1.970 0.283 0.312
O 4.460 2.406 1.085 -0.292
O 3.509 0.387 -0.032 -0.167
O 3.521 2.710 -1.168 -0.170
C 1.337 0.793 3.200 -0.394
F 2.456 0.252 2.639 0.091
F 0.812 -0.304 3.795 0.108
C 1.853 1.645 4.418 -0.312
F 2.321 0.678 5.257 0.128
F 0.898 2.187 5.180 0.157
C 3.091 2.607 4.399 -0.346
F 3.457 2.668 5.702 0.138
F 4.163 2.108 3.845 0.187
C 2.933 4.124 4.024 -0.590
F 1.706 4.585 4.145 0.187
F 3.475 4.420 2.879 0.182
F 3.654 4.842 4.889 0.170
H 3.622 -4.102 1.207 0.069
H 2.484 -3.806 2.493 0.077
H 1.847 -4.516 1.032 0.070
H 2.406 -2.271 -0.122 0.104
H 3.027 -1.744 1.495 0.086
H 0.808 -2.072 2.487 0.090
H 0.325 -2.965 1.101 0.103
H 1.085 -0.411 0.089 0.071
H -0.478 -1.282 -0.057 0.095
H -1.293 -0.035 3.370 0.107
H -2.454 0.565 2.354 0.099
H -1.980 -2.152 1.363 0.110
H -3.976 -1.815 3.521 0.072
H -4.137 -2.310 1.817 0.083
H -4.125 -0.617 2.238 0.053
H -0.935 -3.251 3.001 0.061
H -2.379 -3.072 3.941 0.070
H -0.950 -1.954 4.156 0.071
H -2.660 -0.732 -0.082 0.131
H -2.892 0.496 -1.270 0.086
H -4.979 0.213 -1.067 0.118
H -5.446 -0.174 0.588 0.112
H -5.336 2.667 0.403 0.108
H -6.144 2.170 -1.044 0.096
H -7.787 2.552 0.731 0.070
H -6.851 1.631 1.899 0.077
H -7.707 0.773 0.565 0.070
H -2.293 2.345 -2.087 0.037
H -1.321 2.038 -3.390 0.033
H 1.473 0.508 -2.301 0.043
H -0.978 1.993 3.684 0.119
H 0.075 3.208 3.110 0.068
H 1.625 3.680 1.771 -0.024
H 3.345 0.164 -0.958 0.062
H 3.624 2.038 -1.854 0.057
C -8.575 0.527 -4.638 -0.106
O -7.427 0.345 -5.446 -0.188
C -6.234 0.908 -4.937 -0.189
C -5.111 -0.098 -4.708 -0.180
O -5.340 -1.171 -3.809 -0.125
C -6.370 -2.106 -4.094 -0.177
C -6.264 -2.931 -5.370 -0.189
O -6.246 -2.165 -6.560 -0.189
C -5.095 -2.324 -7.367 -0.111
H -9.184 1.343 -5.037 0.088
H -9.168 -0.389 -4.678 0.086
H -8.326 0.728 -3.593 0.085
H -6.420 1.468 -4.014 0.113
H -5.875 1.624 -5.686 0.128
H -4.277 0.465 -4.274 0.119
H -4.725 -0.477 -5.654 0.099
H -7.345 -1.622 -4.021 0.100
H -6.346 -2.816 -3.263 0.129
H -7.152 -3.572 -5.416 0.128
H -5.389 -3.585 -5.307 0.120
H -4.241 -2.711 -6.807 0.088
H -4.823 -1.347 -7.772 0.084
H -5.318 -2.990 -8.206 0.087
C 10.614 -0.899 -0.845 -0.112
O 9.448 -0.159 -0.545 -0.186
C 8.381 -0.312 -1.460 -0.191
C 7.096 -0.852 -0.844 -0.184
O 7.132 -2.122 -0.216 -0.118
C 7.963 -2.319 0.919 -0.178
C 7.678 -1.491 2.164 -0.195
O 7.787 -0.098 1.965 -0.184
C 6.603 0.645 2.223 -0.108
H 11.360 -0.246 -1.308 0.086
H 11.030 -1.275 0.093 0.085
H 10.415 -1.753 -1.496 0.087
H 8.674 -0.938 -2.310 0.119
H 8.153 0.686 -1.853 0.126
H 6.383 -0.961 -1.670 0.122
H 6.641 -0.117 -0.179 0.097
H 9.014 -2.249 0.634 0.099
H 7.816 -3.366 1.201 0.126
H 8.423 -1.769 2.920 0.126
H 6.693 -1.761 2.560 0.118
H 5.702 0.028 2.175 0.078
H 6.518 1.425 1.471 0.066
H 6.672 1.123 3.204 0.088
```

Output
structure (SMILES)	CCCC[C@]1(CC(C)C)[C@](COCCC)(P(N)O)OS(=O)(=O)C[C@@]1(PP(=O)(O)O)C(F)(F)C(F)(F)C(F)(F)C(F)(F)F.COCCOCCOC.COCCOCCOC
E	-127513.7265	eV
ΔE to the lowest compared entry with this formula, charge and spin	143.59	kJ/mol
gap between HOMO and LUMO	8.28	eV
multiplicity	1
maximum force	2.3	eV/Å
highest occupied orbital energy	-8.82	eV
LUMO energy	-0.5	eV

---

The following is a quantum chemistry calculation of C32H38N4O2Pd as an isolated structure, from the OMol25 dataset.

Structure (XYZ):
```
77
Properties=species:S:1:pos:R:3:lowdin_spin:R:1
Pd 0.160 -0.142 0.351 1.219
C -2.006 3.353 -2.089 0.000
C -2.240 2.828 -0.636 -0.003
C -3.629 3.273 -0.205 0.000
C -1.275 3.368 0.409 0.033
C -1.007 4.751 0.293 0.143
C -0.273 5.361 1.361 0.238
C 0.229 4.566 2.405 0.006
C -0.006 3.239 2.511 0.163
C 0.362 2.536 3.824 0.028
C 0.721 1.046 3.925 0.006
C -0.660 2.737 5.046 0.025
C -0.693 2.613 1.411 0.267
N -0.899 1.231 1.463 0.351
C -2.100 0.748 1.987 0.029
O -2.809 1.380 2.782 0.078
C -2.363 -0.709 1.609 0.002
C -3.440 -1.509 1.944 0.004
C -3.554 -2.790 1.433 -0.002
C -2.582 -3.407 0.666 0.007
C -1.512 -2.509 0.280 0.006
N -1.437 -1.270 0.707 0.080
C -0.324 -3.010 -0.443 0.027
O -0.109 -4.216 -0.647 0.051
N 0.541 -1.990 -0.723 0.270
C 1.538 -2.283 -1.624 0.272
C 2.841 -2.647 -1.297 0.047
C 3.762 -2.822 -2.365 0.103
C 3.343 -2.796 -3.696 0.202
C 2.070 -2.376 -4.040 -0.004
C 1.135 -2.099 -3.031 0.197
C -0.295 -1.683 -3.287 0.022
C -0.396 -0.582 -4.391 0.009
C -1.021 -2.916 -3.818 0.020
C 3.110 -3.150 0.072 0.004
C 3.211 -1.897 0.967 0.005
C 4.306 -4.105 0.253 0.000
H -0.895 3.630 -2.138 0.000
H -2.656 4.243 -2.347 0.000
H -2.223 2.606 -2.854 0.000
H -2.274 1.769 -0.549 -0.001
H -3.556 4.296 0.243 0.000
H -4.101 2.643 0.622 0.000
H -4.333 3.360 -1.041 0.000
H -1.456 5.417 -0.452 0.005
H -0.199 6.472 1.393 0.009
H 0.817 5.040 3.256 -0.002
H 1.190 3.153 4.249 0.007
H -0.164 0.467 3.984 0.001
H 1.177 0.890 4.909 0.001
H 1.234 0.613 3.059 -0.001
H -0.766 3.818 5.267 0.000
H -0.226 2.368 5.979 0.001
H -1.609 2.259 4.802 0.001
H -4.265 -1.143 2.569 0.001
H -4.475 -3.334 1.768 0.000
H -2.497 -4.444 0.389 0.001
H 4.819 -3.086 -2.184 0.003
H 4.101 -2.940 -4.453 0.009
H 1.822 -2.104 -5.069 -0.003
H -0.773 -1.270 -2.361 0.000
H 0.161 -0.683 -5.312 0.000
H 0.083 0.291 -3.958 0.000
H -1.417 -0.346 -4.655 0.001
H -0.577 -3.105 -4.833 0.000
H -2.100 -2.753 -3.996 0.004
H -0.791 -3.778 -3.165 0.000
H 2.276 -3.720 0.521 0.002
H 3.877 -1.169 0.483 0.000
H 3.714 -2.181 1.920 0.001
H 2.278 -1.389 1.162 0.000
H 5.248 -3.699 -0.119 0.000
H 4.092 -5.087 -0.310 0.001
H 4.420 -4.401 1.326 0.000
N 2.504 1.733 -0.550 0.000
C 1.647 0.959 -0.267 0.055
H 3.193 2.482 -0.698 0.001
```

Output
E	-47314.7080	eV
ΔE to the lowest compared entry with this formula, charge and spin	6.13	kJ/mol
gap between HOMO and LUMO (spin up / spin down)	7.09 / 4.88	eV
multiplicity	5
maximum force	5.8	eV/Å
highest occupied orbital energy (spin up / spin down)	-13.07 / -14.40	eV
LUMO energy (spin up / spin down)	-6.0 / -9.5	eV
charge	+2

---

The following is a quantum chemistry calculation of C19H21FeO2 as an isolated structure, from the OMol25 dataset.

Structure (XYZ):
```
43
Properties=species:S:1:pos:R:3:nbo_charge:R:1
C 0.760 -1.859 3.005 -0.272
C -0.708 -1.966 2.952 -0.321
C -1.076 -2.151 1.579 -0.380
H -1.451 -1.467 3.620 0.193
C 0.141 -2.343 0.824 -0.375
C 1.266 -2.022 1.662 -0.423
H 2.343 -2.085 1.417 0.229
H 1.446 -1.404 3.754 0.202
H -2.129 -2.254 1.233 0.228
H 0.205 -2.775 -0.170 0.225
C -1.164 2.161 1.404 -0.294
C -1.181 1.899 2.784 -0.152
C 0.287 1.625 3.188 -0.042
H -1.963 1.298 3.303 0.231
C 1.107 2.030 1.965 -0.300
C 0.209 2.397 0.954 -0.203
H 0.481 2.818 -0.016 0.256
H -2.086 2.291 0.811 0.263
H 0.844 1.685 4.167 0.236
H 2.207 2.111 2.022 0.251
Fe 0.012 0.006 1.102 1.338
O -0.802 0.109 -0.477 -0.907
C -1.118 -0.758 -1.515 -0.113
C 0.026 -0.958 -2.430 -0.129
H -1.443 -1.736 -1.134 0.171
H -1.945 -0.285 -2.045 0.168
H 0.775 -1.682 -2.111 0.185
H 0.963 -2.028 -4.661 0.211
C 0.749 -0.957 -4.764 -0.215
C 0.227 -0.263 -3.615 -0.009
C -0.067 1.138 -3.784 -0.237
H -0.436 1.698 -2.916 0.215
C 0.141 1.768 -5.005 -0.206
H -0.086 2.833 -5.102 0.210
C 0.629 1.054 -6.113 -0.227
H 0.779 1.560 -7.069 0.212
C 0.925 -0.314 -5.980 -0.219
H 1.303 -0.875 -6.839 0.213
C -0.072 -0.102 5.014 -0.204
O 0.122 0.201 3.278 -0.663
H -0.839 0.667 5.191 0.211
H 0.968 0.076 5.334 0.208
H -0.348 -1.141 5.184 0.238
```

Output
E	-58516.5310	eV
ΔE to the lowest compared entry with this formula, charge and spin	289.62	kJ/mol
gap between HOMO and LUMO (spin up / spin down)	6.03 / 6.14	eV
multiplicity	6
maximum force	3.6	eV/Å
highest occupied orbital energy (spin up / spin down)	-6.62 / -6.97	eV
LUMO energy (spin up / spin down)	-0.6 / -0.8	eV

---

The following is a quantum chemistry calculation of C16H46BN8O10Pd as an isolated structure, from the OMol25 dataset.

Structure (XYZ):
```
82
Properties=species:S:1:pos:R:3:lowdin_spin:R:1
Pd -1.325 -0.970 -0.414 1.356
B -0.648 0.904 0.700 0.021
H -0.325 1.886 1.304 0.009
H -0.001 0.007 1.099 0.001
H -1.801 0.687 0.878 0.009
H -0.464 1.128 -0.460 0.004
C 0.174 -2.686 -1.715 0.004
O 0.603 -1.506 -1.354 0.190
O -1.070 -2.899 -1.335 0.217
O 0.798 -3.474 -2.436 0.043
C 6.173 -0.699 -3.870 0.000
O 5.727 -0.383 -2.588 0.000
C 5.940 0.955 -2.255 0.000
C 5.506 1.233 -0.832 0.000
N 4.069 1.137 -0.667 0.000
C 3.582 1.308 0.679 0.000
C 4.089 0.312 1.697 0.000
O 3.758 -0.991 1.289 0.000
C 4.188 -1.988 2.165 0.000
H 5.951 -1.746 -4.084 0.000
H 7.267 -0.607 -3.945 0.000
H 5.680 -0.117 -4.658 0.000
H 5.493 1.661 -2.971 0.000
H 7.021 1.198 -2.270 0.000
H 5.864 2.253 -0.585 0.000
H 6.042 0.558 -0.164 0.000
H 3.653 1.841 -1.263 0.000
H 2.490 1.273 0.676 0.000
H 3.768 2.325 1.081 0.000
H 3.536 0.488 2.633 0.000
H 5.158 0.480 1.893 0.000
H 4.012 -2.934 1.654 0.000
H 3.640 -1.970 3.120 0.000
H 5.258 -1.931 2.411 0.000
C -0.070 -3.092 1.933 0.004
O -1.083 -2.183 1.553 0.044
C -2.379 -2.570 1.983 0.002
C -3.410 -1.470 1.725 0.002
N -3.446 -1.093 0.280 0.042
C -4.252 -2.010 -0.546 0.002
C -5.710 -1.648 -0.658 0.002
O -5.854 -0.328 -1.145 0.000
C -7.139 -0.092 -1.678 0.000
H -0.096 -3.337 3.006 0.002
H 0.884 -2.584 1.800 0.000
H -0.194 -4.004 1.346 0.000
H -2.289 -2.741 3.059 0.001
H -2.727 -3.451 1.432 0.000
H -3.242 -0.620 2.388 0.001
H -4.417 -1.796 2.027 0.001
H -4.043 -0.266 0.323 0.001
H -4.200 -3.054 -0.211 0.000
H -3.776 -2.117 -1.525 0.000
H -6.268 -1.820 0.276 0.000
H -6.185 -2.365 -1.347 0.000
H -7.907 -0.328 -0.932 0.000
H -7.369 -0.704 -2.560 0.000
H -7.173 0.960 -1.952 0.000
C -2.540 0.209 -3.460 0.004
O -2.262 -0.161 -2.341 0.036
N -3.849 0.373 -3.846 0.000
N -1.616 0.370 -4.457 -0.001
H -4.112 0.386 -4.813 0.000
H -4.510 0.183 -3.109 0.000
H -1.854 0.223 -5.420 0.000
H -0.658 0.252 -4.172 0.000
C 0.940 4.718 0.189 0.000
O 1.421 5.756 -0.266 0.000
N 0.985 3.539 -0.487 0.000
N 0.337 4.658 1.413 0.001
H 1.436 3.481 -1.378 0.000
H 0.581 2.702 -0.067 0.001
H 0.005 3.754 1.706 0.001
H 0.229 5.465 1.993 0.000
C -0.590 1.238 4.583 0.000
O -0.195 1.223 5.740 0.000
N -1.314 2.281 4.065 0.000
N -0.423 0.207 3.711 0.000
H -1.570 3.005 4.706 0.000
H -1.556 2.294 3.089 0.000
H 0.235 -0.521 3.922 0.000
H -0.582 0.344 2.707 0.000
```

Output
E	-53890.0464	eV
ΔE to the lowest compared entry with this formula, charge and spin	0.00	kJ/mol
gap between HOMO and LUMO (spin up / spin down)	5.90 / 6.61	eV
multiplicity	3
maximum force	2.3	eV/Å
highest occupied orbital energy (spin up / spin down)	-3.82 / -4.53	eV
LUMO energy (spin up / spin down)	2.1 / 2.1	eV
charge	-1

---

The following is a quantum chemistry calculation of a 2-piece molecular cluster, CH5NO2S overall, from the OMol25 dataset.

Structure (XYZ):
```
10
Properties=species:S:1:pos:R:3:nbo_charge:R:1
C -1.639 0.681 0.113 -0.296
N 1.627 -1.238 0.176 -1.034
O 1.061 0.716 -0.998 -0.864
O -0.899 0.206 1.183 -0.629
S 1.364 0.374 0.366 1.484
H -1.820 -0.084 -0.757 0.151
H -1.074 1.442 -0.519 0.188
H -2.520 1.299 0.390 0.192
H 2.026 -1.865 0.800 0.399
H 1.875 -1.530 -0.753 0.408
```

Output
E	-17534.8887	eV
ΔE to the lowest compared entry with this formula, charge and spin	391.21	kJ/mol
gap between HOMO and LUMO (spin up / spin down)	8.53 / 7.53	eV
multiplicity	1
maximum force	2.6	eV/Å
highest occupied orbital energy (spin up / spin down)	-9.29 / -8.43	eV
LUMO energy (spin up / spin down)	-0.8 / -0.9	eV

---

The following is a quantum chemistry calculation of C3HFGdO2 as an isolated structure, from the OMol25 dataset.

Structure (XYZ):
```
8
Properties=species:S:1:pos:R:3:lowdin_spin:R:1
C -0.331 0.893 0.044 0.002
C -0.573 -0.163 -0.768 0.020
O -0.066 -1.451 -0.501 0.148
C 0.729 -1.789 0.491 0.785
O 0.395 0.901 1.099 0.055
F -1.262 1.885 0.012 0.001
H -1.339 -0.151 -1.536 -0.001
Gd 2.447 -0.124 1.159 5.990
```

Output
E	-30759.7465	eV
gap between HOMO and LUMO (spin up / spin down)	7.47 / 7.36	eV
multiplicity	8
maximum force	3.8	eV/Å
highest occupied orbital energy (spin up / spin down)	-12.82 / -12.98	eV
LUMO energy (spin up / spin down)	-5.4 / -5.6	eV
charge	+1